{
  "formula": "C17H24AuF5N3O2V",
  "method": "ωB97M-V/def2-TZVPD",
  "homo_lumo_gap_ev": [3.108, 3.153],
  "total_charge": 2,
  "e_homo_ev": [-14.686, -14.714],
  "energy_ev": -69529.05216,
  "largest_force_ev_per_a": 4.64,
  "symbols": ["N", "C", "O", "Au", "V", "N", "N", "C", "C", "C", "C", "C", "C", "C", "C", "H", "H", "H", "H", "H", "H", "H", "H", "H", "H", "H", "H", "H", "H", "H", "H", "H", "H", "C", "H", "H", "H", "C", "H", "H", "H", "F", "C", "C", "F", "C", "F", "C", "O", "C", "F", "C", "F"],
  "positions_angstrom": [[2.159, -0.493, -0.080], [2.938, -0.910, 0.747], [3.731, -1.316, 1.537], [1.289, 0.806, -3.466], [0.696, -0.059, -1.249], [-0.391, -1.480, -1.469], [-0.169, 1.522, -1.078], [-0.342, -2.857, -0.942], [0.390, 2.888, -1.131], [0.786, -3.592, -1.658], [-1.651, -3.618, -1.145], [-0.049, -2.835, 0.549], [0.114, 3.536, -2.478], [-0.203, 3.821, -0.074], [1.883, 2.763, -0.873], [0.608, -3.595, -2.740], [0.836, -4.626, -1.299], [1.752, -3.108, -1.463], [-2.479, -3.112, -0.634], [-1.531, -4.620, -0.710], [-1.899, -3.733, -2.208], [0.942, -2.440, 0.780], [-0.093, -3.864, 0.931], [-0.772, -2.219, 1.092], [0.508, 2.959, -3.335], [0.593, 4.524, -2.504], [-0.963, 3.662, -2.630], [-1.241, 4.083, -0.297], [0.369, 4.758, -0.067], [-0.158, 3.392, 0.931], [2.075, 2.236, 0.075], [2.325, 3.768, -0.823], [2.385, 2.205, -1.682], [-1.603, 1.408, -0.859], [-1.858, 0.393, -0.541], [-1.948, 2.078, -0.057], [-2.166, 1.657, -1.775], [-1.055, -1.311, -2.766], [-2.110, -1.039, -2.629], [-0.557, -0.515, -3.359], [-0.993, -2.227, -3.365], [-0.590, 1.377, 6.898], [-0.614, 1.004, 5.604], [-1.171, 1.844, 4.639], [-1.684, 3.041, 5.007], [-1.190, 1.453, 3.326], [-1.786, 2.266, 2.418], [-0.616, 0.221, 2.862], [-0.558, -0.095, 1.646], [-0.088, -0.618, 3.910], [0.426, -1.815, 3.562], [-0.078, -0.231, 5.232], [0.452, -1.053, 6.164]],
  "forces_ev_per_a": [[-1.0, 0.4, -0.7], [1.9, -0.7, 1.3], [-2.1, 0.9, -1.7], [0.7, -0.2, -0.6], [0.7, -1.3, 1.1], [0.6, 1.0, 0.0], [-0.4, -0.6, 0.5], [0.3, -0.7, 0.5], [0.6, 0.2, 0.2], [0.2, -0.1, -0.3], [-0.3, 0.2, -0.2], [0.1, -0.1, 0.5], [-0.2, 0.3, -0.4], [-0.2, 0.2, 0.2], [0.4, 0.2, 0.1], [0.1, -0.2, 0.2], [0.0, 0.2, -0.2], [-0.2, -0.1, 0.0], [0.0, -0.1, -0.1], [-0.1, 0.3, -0.2], [0.0, -0.1, 0.3], [-0.1, -0.1, -0.1], [0.0, 0.3, -0.1], [-0.1, -0.3, -0.2], [0.0, 0.2, 0.3], [-0.2, -0.2, 0.0], [0.2, 0.1, -0.1], [0.1, 0.0, 0.1], [-0.1, -0.3, 0.0], [0.1, 0.0, -0.1], [0.0, 0.3, -0.3], [0.0, -0.4, -0.1], [0.0, 0.2, 0.3], [-1.0, 0.1, -0.3], [0.0, 0.2, -0.2], [0.3, -0.2, -0.3], [0.1, 0.0, 0.3], [-0.5, 0.3, -0.3], [0.2, -0.1, 0.0], [-0.5, -0.3, 0.2], [0.1, 0.3, 0.1], [-0.1, -0.9, -3.3], [0.3, 0.7, 3.5], [-1.3, 2.6, -0.9], [0.8, -1.9, -0.5], [-2.1, 3.5, -0.5], [1.2, -1.6, 1.7], [0.3, -1.2, -4.5], [-0.3, 1.2, 3.7], [1.8, -3.1, 1.4], [-1.0, 2.4, 0.6], [1.3, -2.7, 0.4], [-0.8, 1.4, -1.3]],
  "lowdin_charge": [0.013, -0.404, 0.164, 0.639, 0.791, -0.179, -0.201, -0.633, -0.659, -0.018, -0.024, -0.055, -0.042, -0.037, -0.072, 0.093, 0.109, 0.085, 0.099, 0.107, 0.089, 0.053, 0.112, 0.065, 0.030, 0.113, 0.099, 0.095, 0.109, 0.076, 0.080, 0.109, 0.035, -0.106, 0.069, 0.078, 0.112, -0.127, 0.106, -0.001, 0.101, 0.253, 0.031, -0.066, 0.184, -0.016, 0.173, -0.150, 0.197, -0.007, 0.206, -0.064, 0.186]
}